Entry 1:
Density functional theory data (the ωB97M-V functional and the def2-TZVPD basis) for C32H51As2AuO8P as an isolated structure.

ORCA input file:
```
! wB97M-V def2-TZVPD RIJCOSX def2/J DEFGRID3
* xyz 1 1
Au -1.500 -1.596 -2.620
C 1.317 -0.687 3.982
O 0.419 -1.800 3.968
C -0.914 -1.641 3.914
O -1.623 -2.607 3.976
C -1.453 -0.274 3.571
C -1.749 0.664 4.472
As -2.470 2.570 4.292
C -4.335 1.978 4.225
C -1.792 2.330 2.430
C -2.475 1.520 1.605
As -1.688 -0.265 1.552
C -3.252 -1.441 1.543
C -3.884 1.888 1.251
O -4.376 2.961 1.481
O -4.498 0.944 0.521
C -5.834 1.277 0.103
C -0.295 2.347 2.514
O 0.313 2.659 3.506
O 0.320 2.067 1.343
C 1.756 2.102 1.375
C -1.632 0.417 5.950
O -2.182 1.138 6.745
O -0.906 -0.649 6.277
C -0.831 -0.992 7.675
H 2.078 -0.902 4.728
H 0.826 0.249 4.232
H 1.790 -0.603 3.001
H -4.590 1.776 5.265
H -4.490 1.074 3.638
H -4.965 2.778 3.846
H -4.045 -1.076 2.190
H -2.915 -2.410 1.903
H -3.621 -1.524 0.523
H -6.262 0.358 -0.286
H -5.807 2.043 -0.670
H -6.417 1.644 0.942
H 2.097 1.343 0.674
H 2.129 1.894 2.372
H 2.105 3.084 1.062
H -0.688 -2.067 7.711
H -1.743 -0.702 8.186
H 0.019 -0.481 8.123
C 3.031 -1.812 -5.967
C 2.849 -2.916 -4.909
C 1.685 -2.601 -3.956
C 1.607 -1.082 -3.743
C 1.123 -0.420 -5.052
C 1.695 -1.146 -6.287
P 0.541 -0.633 -2.337
C 1.264 -1.138 -0.728
C 2.801 -0.937 -0.625
C 3.545 -2.268 -0.561
C 3.121 -3.064 0.679
C 1.599 -2.990 0.936
C 0.827 -2.554 -0.306
C 0.311 1.182 -2.240
C 1.639 1.956 -2.413
C 1.371 3.428 -2.783
C 0.074 3.930 -2.151
C -1.141 3.169 -2.712
C -0.764 1.753 -3.177
H 3.467 -2.232 -6.873
H 3.735 -1.054 -5.609
H 3.769 -3.030 -4.331
H 2.660 -3.874 -5.394
H 1.812 -3.143 -3.020
H 0.735 -2.934 -4.385
H 2.604 -0.713 -3.485
H 1.418 0.631 -5.070
H 0.030 -0.445 -5.091
H 1.808 -0.435 -7.104
H 0.991 -1.909 -6.631
H 0.771 -0.443 -0.041
H 3.010 -0.384 0.296
H 3.187 -0.320 -1.438
H 4.620 -2.087 -0.540
H 3.350 -2.849 -1.467
H 3.650 -2.672 1.551
H 3.438 -4.101 0.566
H 1.382 -2.285 1.742
H 1.224 -3.956 1.273
H -0.243 -2.541 -0.089
H 0.982 -3.275 -1.114
H -0.057 1.315 -1.215
H 2.256 1.502 -3.190
H 2.212 1.904 -1.486
H 1.304 3.530 -3.870
H 2.217 4.038 -2.465
H -0.043 5.000 -2.324
H 0.126 3.793 -1.068
H -1.571 3.714 -3.555
H -1.916 3.108 -1.945
H -0.385 1.783 -4.200
H -1.652 1.118 -3.184
*
```

Summary:
- energy relative to the best compared isomer or geometry (same formula, charge and spin) (eV) = 0.841
- E_HOMO (eV) = -10.53
- gap between HOMO and LUMO (hartree) = 0.2237
- total energy (eV) = -185041.842

Atomic partial charges in e from the Löwdin method, atoms 1 to 5: number 1, Au, carries 0.69; number 2, C, carries -0.03; number 3, O, carries -0.03; number 4, C, carries -0.57; number 5, O, carries 0.12

***

Entry 2:
Density functional theory data (the ωB97M-V functional and the def2-TZVPD basis) for a single C3H4OS3 molecule at a distorted geometry.

ORCA input file:
```
! wB97M-V def2-TZVPD RIJCOSX def2/J DEFGRID3
* xyz 0 1
O -2.253 0.670 1.107
C -1.579 0.754 0.070
S -2.267 1.641 -1.315
C -0.145 0.441 -0.118
S 0.590 -0.488 1.349
C 2.024 -1.210 0.699
S 2.714 -1.569 -0.813
H -3.340 1.895 -0.614
H 0.427 1.451 -0.394
H 0.027 -0.292 -0.897
H 2.523 -1.669 1.609
*
```

Summary:
- energy relative to the best compared isomer or geometry (same formula, charge and spin) (eV) = 1.008
- E_HOMO (eV) = -9.04
- gap between HOMO and LUMO (hartree) = 0.3098
- total energy (eV) = -37727.714
- SMILES = O=C(S)CSC=S

Atomic partial charges in e from the Löwdin method, atoms 1 to 5: number 1, O, carries -0.03; number 2, C, carries -0.84; number 3, S, carries 0.84; number 4, C, carries -0.44; number 5, S, carries 0.89

***

Entry 3:
Density functional theory data (the ωB97M-V functional and the def2-TZVPD basis) for a 2-piece molecular cluster, C6H12 overall at a distorted geometry.

ORCA input file:
```
! wB97M-V def2-TZVPD RIJCOSX def2/J DEFGRID3
* xyz 0 1
C -2.497 0.270 -2.217
C -1.680 0.500 -1.188
C -1.544 1.814 -0.497
H -2.403 -0.685 -2.718
H -3.049 1.100 -2.639
H -1.225 -0.344 -0.683
H -1.793 1.673 0.565
H -2.143 2.674 -0.800
H -0.514 2.166 -0.509
C 1.387 -2.273 1.001
C 1.350 -1.018 1.483
C 2.489 -0.092 1.192
H 0.611 -2.897 1.437
H 2.151 -2.629 0.332
H 0.489 -0.710 2.057
H 3.281 -0.579 0.619
H 2.895 0.349 2.100
H 2.196 0.682 0.465
*
```

Summary:
- energy relative to the best compared isomer or geometry (same formula, charge and spin) (eV) = 2.237
- E_HOMO (eV) = -9.51
- gap between HOMO and LUMO (hartree) = 0.3903
- total energy (eV) = -6414.704
- SMILES = C=CC.C=CC

Atomic partial charges in e from the Löwdin method, atoms 1 to 5: number 1, C, carries -0.02; number 2, C, carries -0.25; number 3, C, carries -0.13; number 4, H, carries 0.05; number 5, H, carries 0.05

***

Entry 4:
Density functional theory data (the ωB97M-V functional and the def2-TZVPD basis) for BrCl4O16Sr as an isolated structure at a distorted geometry.

ORCA input file:
```
! wB97M-V def2-TZVPD RIJCOSX def2/J DEFGRID3
* xyz -3 1
Sr -10.799 -8.873 5.666
Cl -15.697 -0.029 7.255
O -16.808 -0.906 7.413
O -15.970 1.355 7.393
O -14.381 -0.555 7.390
O -11.200 -7.045 0.837
Cl -8.406 -7.032 5.161
O -9.748 -6.555 5.094
O -7.573 -5.913 4.865
O -8.211 -7.658 6.468
O -8.184 -8.186 4.301
Cl -12.375 -6.419 7.379
O -11.178 -7.181 7.748
O -13.491 -7.048 8.045
O -12.190 -5.010 7.811
O -12.298 -6.601 5.754
Cl -11.876 -11.825 6.012
O -10.557 -11.315 6.509
O -12.013 -12.978 6.842
O -12.790 -10.743 6.253
O -11.844 -12.203 4.639
Br -12.033 -6.960 2.573
*
```

Summary:
- E_HOMO (eV) = 1.45
- gap between HOMO and LUMO (hartree) = 0.1640
- total energy (eV) = -153697.926

Atomic partial charges in e from the Löwdin method, atoms 1 to 5: number 1, Sr, carries 1.54; number 2, Cl, carries 0.57; number 3, O, carries -0.53; number 4, O, carries -0.54; number 5, O, carries -0.51

***

Which of these has the lowest gap between HOMO and LUMO? BrCl4O16Sr